[1]
75
Properties=species:S:1:pos:R:3 method="wB97M-V/def2-TZVPD" homo_lumo_gap_ev=3.858 spin_multiplicity=1 e_lumo_ev=3.8917 total_charge=-2
Ag 0.1324 0.0758 -1.8091
N -6.4515 -4.1865 5.6274
C -5.7516 -3.6990 4.8497
C -4.8741 -3.0857 3.8803
C -3.9462 -2.1329 4.3025
C -3.1091 -1.5512 3.3664
C -3.1896 -1.9104 2.0214
C -4.1203 -2.8631 1.6155
C -4.9652 -3.4556 2.5385
C -2.2741 -1.2715 1.0191
C -0.9449 -1.7044 1.0953
C -0.4249 -2.6524 2.0327
C 0.8969 -2.8401 1.7121
C 1.1346 -2.0152 0.5772
N 0.0581 -1.3558 0.2084
C -2.8911 -0.3608 0.1713
C -4.2858 -0.0028 0.1366
C -4.4246 0.9429 -0.8414
C -3.1067 1.1527 -1.3705
N -2.2151 0.4026 -0.7686
H -3.8833 -1.8535 5.3462
H -2.3768 -0.8148 3.6674
H -4.1716 -3.1374 0.5714
H -5.6865 -4.1993 2.2260
H -0.9666 -3.1322 2.8309
H 1.6049 -3.4909 2.2019
H 2.0461 -1.9188 0.0058
H -5.0696 -0.4148 0.7514
H -5.3353 1.4215 -1.1681
H -2.8088 1.8064 -2.1808
S -0.3424 -0.2877 -6.7421
C -0.1918 -0.2072 -5.0406
S -0.1202 1.3351 -4.2180
S -0.0519 -1.6172 -4.0632
N 0.5821 2.2215 -0.3804
C 0.0683 2.3006 0.6491
N -0.5931 2.4259 1.7929
C -2.0529 2.4266 1.7174
C -2.5846 3.8552 1.7317
C -2.0266 4.6212 2.9294
C -0.5008 4.5857 2.9388
C 0.0014 3.1442 2.9026
H -2.4297 1.8671 2.5838
H -2.3452 1.8731 0.8228
H -3.6762 3.8451 1.7486
H -2.2804 4.3457 0.8025
H -2.4014 4.1626 3.8532
H -2.3834 5.6547 2.9264
H -0.1024 5.1026 3.8162
H -0.1175 5.1031 2.0543
H -0.2784 2.6189 3.8252
H 1.0859 3.0882 2.8078
C 4.5305 -1.6009 -4.9835
C 3.3891 -0.6144 -5.1205
N 3.0466 -0.0756 -3.8220
C 3.7041 -0.2453 -2.6602
N 3.1451 0.1336 -1.5559
C 3.9250 0.1963 -0.3488
C 5.1062 -0.7690 -0.3394
C 5.8680 -0.6138 -1.6392
N 4.9720 -0.8453 -2.7436
C 5.5673 -1.0161 -4.0452
H 4.9657 -1.8125 -5.9622
H 4.1674 -2.5397 -4.5575
H 2.4952 -1.0745 -5.5486
H 3.6897 0.2004 -5.7948
H 2.1224 0.3381 -3.7252
H 3.2704 -0.0143 0.5033
H 4.2934 1.2234 -0.1865
H 4.7334 -1.7960 -0.2805
H 5.7638 -0.5986 0.5190
H 6.6899 -1.3379 -1.7106
H 6.3190 0.3954 -1.6901
H 6.4271 -1.6876 -3.9306
H 5.9502 -0.0630 -4.4526

***

[2]
79
Properties=species:S:1:pos:R:3 method="wB97M-V/def2-TZVPD" homo_lumo_gap_ev="7.560 / 4.626" spin_multiplicity=3 e_lumo_ev="-7.5361 / -10.4704" total_charge=+3
Au 0.4216 0.5527 0.2836
C 1.1937 4.2771 4.4399
N 1.3409 3.4846 3.2254
C 0.4591 2.6917 2.6209
N 1.0486 2.0846 1.6053
C 2.3265 2.5692 1.6319
N 2.5398 3.4093 2.6108
C 1.8477 3.5974 5.6283
C 2.7182 4.3015 6.4679
C 3.3275 3.6896 7.5616
C 3.0911 2.3608 7.8309
C 2.2138 1.6428 6.9927
C 1.5961 2.2717 5.8944
C 1.9550 0.2827 7.2671
N 2.4963 -0.4761 8.2358
N 1.9805 -1.6803 8.1279
C 1.1237 -1.6605 7.0910
O 1.0888 -0.4374 6.5225
C 0.3495 -2.7326 6.5994
C 0.3448 -3.9491 7.3126
C -0.4290 -4.9879 6.8472
C -1.1728 -4.8327 5.6800
C -1.1684 -3.6309 4.9582
C -2.0061 -3.5014 3.7002
N -1.2845 -2.8597 2.6126
C -1.3196 -1.5864 2.2051
N -0.4367 -1.4068 1.2412
C 0.1207 -2.6396 1.0926
N -0.3575 -3.5443 1.9134
C -0.4112 -2.5828 5.4220
H 0.1292 4.4245 4.6180
H 1.6521 5.2454 4.2561
H -0.5739 2.5862 2.9113
H 3.0836 2.2905 0.9197
H 2.9260 5.3459 6.2664
H 3.9916 4.2598 8.1962
H 3.5616 1.8620 8.6677
H 0.9198 1.7008 5.2700
H 0.9397 -4.0462 8.2108
H -0.4581 -5.9260 7.3839
H -1.7709 -5.6625 5.3218
H -2.9031 -2.9149 3.8981
H -2.3095 -4.4863 3.3551
H -2.0021 -0.8425 2.5855
H 0.8801 -2.8538 0.3580
H -0.3920 -1.6353 4.8977
O -1.6405 -0.3682 -2.0924
C -0.4686 -0.4035 -2.4681
O 0.5759 -0.3176 -1.7530
C -0.2334 -0.5754 -3.9854
N -1.5969 -0.4838 -4.6147
C -1.7907 -1.6693 -5.5114
C -0.9614 -2.7421 -4.8248
C 0.2867 -1.9748 -4.3604
H 0.4104 0.2281 -4.3341
H -1.7696 0.4001 -5.0890
H -2.2127 -0.5137 -3.7675
H -1.3856 -1.4269 -6.4920
H -2.8482 -1.8988 -5.6063
H -0.7219 -3.5540 -5.5070
H -1.5019 -3.1576 -3.9731
H 1.0131 -1.9055 -5.1703
H 0.7702 -2.4456 -3.5062
C 4.5511 -4.0299 -1.7961
N 5.3533 -2.9281 -2.3253
C 6.6365 -3.0447 -2.7587
C 7.0304 -1.8145 -3.1958
N 5.9780 -0.9706 -3.0286
C 6.0119 0.4588 -3.3443
C 4.9337 -1.6459 -2.4841
Se 3.2556 -0.9598 -2.0414
H 5.2184 -4.7914 -1.4041
H 3.9364 -4.4610 -2.5831
H 3.9105 -3.6596 -1.0028
H 7.1810 -3.9732 -2.7310
H 7.9752 -1.4935 -3.6010
H 6.5238 0.6008 -4.2919
H 6.5418 0.9974 -2.5619
H 4.9968 0.8325 -3.4184

***

[3]
82
Properties=species:S:1:pos:R:3 method="wB97M-V/def2-TZVPD" homo_lumo_gap_ev=6.257 spin_multiplicity=1 e_lumo_ev=3.5883 total_charge=-2
Cd -1.4347 -0.8322 1.5786
N 5.6331 0.6740 -2.4923
C 4.6742 0.1113 -1.6335
C 4.8221 -1.1927 -1.1590
C 3.8782 -1.7378 -0.3028
C 2.7930 -0.9730 0.0847
C 2.6399 0.3311 -0.3742
C 3.5830 0.8762 -1.2229
S 1.5232 -1.6310 1.1082
O 1.2657 -0.6724 2.1659
O 1.8813 -2.9686 1.5080
N 0.1798 -1.5727 0.2164
C 0.0457 -2.2911 -0.9318
N -1.1531 -2.1620 -1.5297
C -1.3560 -2.8622 -2.6280
C -0.3875 -3.6915 -3.1789
C 0.8189 -3.7316 -2.5016
N 1.0512 -3.0586 -1.3856
H 6.0800 -0.0089 -3.0857
H 5.2542 1.4289 -3.0473
H 5.6735 -1.7847 -1.4774
H 3.9528 -2.7584 0.0469
H 1.7764 0.9186 -0.0835
H 3.4458 1.8863 -1.5936
H -2.3354 -2.7538 -3.0860
H -0.5602 -4.2558 -4.0839
H 1.6412 -4.3425 -2.8652
C -3.9488 2.4148 -3.0036
C -3.5429 2.6332 -1.5985
N -3.9914 3.5540 -0.8043
N -3.3147 3.3247 0.3597
C -2.4515 2.3042 0.3004
S -1.4665 1.7959 1.5726
N -2.6066 1.8489 -0.9755
N -1.9207 0.8618 -1.6664
H -4.7621 3.0940 -3.2466
H -4.2664 1.3813 -3.1367
H -3.1031 2.5898 -3.6691
H -3.4983 3.8699 1.1815
H -1.9056 -0.0102 -1.1480
H -0.9983 1.2258 -1.9552
Br 3.3266 1.0933 -8.0332
C 2.1132 0.7882 -6.5843
C 1.2163 -0.2616 -6.6822
C 0.3424 -0.4739 -5.6252
C 0.3692 0.3501 -4.5079
C 1.2753 1.3999 -4.4262
C 2.1606 1.6142 -5.4796
C 1.3525 2.3303 -3.2000
O 2.3425 3.0812 -3.1718
O 0.4102 2.2562 -2.3740
H 1.2044 -0.8959 -7.5581
H -0.3620 -1.2935 -5.6735
H -0.3208 0.1803 -3.6933
H 2.8709 2.4249 -5.3926
B -5.8372 -1.5680 -0.7910
C -4.4401 -1.3083 -0.0832
N -3.4262 -1.1130 0.4332
H -5.6716 -2.4234 -1.6407
H -6.1912 -0.5164 -1.2935
H -6.6239 -1.9344 0.0592
C 1.8944 1.8262 7.5536
C 0.9318 0.9950 6.7461
C 1.2440 -0.2995 6.3650
C 0.3667 -1.0833 5.6166
C 0.7860 -2.4782 5.2481
C -0.8718 -0.5510 5.2334
Te -2.2424 -1.7064 4.0757
C -1.2080 0.7560 5.6204
C -2.5145 1.3936 5.2316
C -0.3018 1.5044 6.3659
H 2.8835 1.3671 7.5760
H 1.5546 1.9372 8.5873
H 1.9981 2.8290 7.1346
H 2.2085 -0.7160 6.6399
H 1.7954 -2.6812 5.6102
H 0.7749 -2.6221 4.1690
H 0.1009 -3.2152 5.6733
H -2.5789 1.5160 4.1481
H -2.6135 2.3740 5.7023
H -3.3614 0.7702 5.5205
H -0.5668 2.5208 6.6442

***

[4]
72
Properties=species:S:1:pos:R:3 method="wB97M-V/def2-TZVPD" homo_lumo_gap_ev=4.467 spin_multiplicity=1 e_lumo_ev=3.9197 total_charge=-2
Sr 0.0367 -1.3381 -1.3189
O -0.3914 -0.9829 -4.1683
C -0.4695 -2.4036 -4.3328
C 0.8887 -3.0982 -4.5809
C 0.9771 -3.3176 -6.1008
O 2.2689 -3.6957 -6.5594
C 0.9160 -4.4524 -3.8427
Se 0.7083 -4.3435 -1.8608
C 2.1291 -2.3060 -4.1006
Se 2.7351 -0.7573 -5.2014
H 0.3925 -0.6360 -4.6705
H -1.1594 -2.6682 -5.1458
H -0.9070 -2.7938 -3.4122
H 0.6625 -2.3972 -6.6036
H 0.2864 -4.1174 -6.3818
H 2.8153 -2.8965 -6.4281
H 1.8839 -4.9167 -4.0126
H 0.1462 -5.1225 -4.2320
H 2.9669 -2.9937 -4.0494
H 1.9723 -1.9488 -3.0928
Br 5.7912 3.9665 -1.8228
C 4.5148 3.6171 -0.4550
C 4.4317 4.5519 0.5689
C 3.5061 4.3733 1.5861
C 2.6828 3.2553 1.5847
C 2.7830 2.3075 0.5733
C 3.6936 2.4904 -0.4658
I 3.7190 1.0744 -2.0039
H 5.0917 5.4104 0.5580
H 3.4363 5.1038 2.3851
H 1.9653 3.1025 2.3841
H 2.1778 1.3941 0.6068
N -2.1494 -3.5395 -0.1745
H -1.6689 -3.8006 0.6794
H -1.6397 -3.9823 -0.9452
H -3.0599 -3.9848 -0.1570
C 0.9580 -0.6101 0.9150
Ge -0.5973 0.0736 1.7060
C -0.1030 1.3781 3.1982
C -0.9704 2.3698 3.6803
C -0.6071 3.2144 4.7274
C 0.6342 3.0612 5.3415
C 1.4973 2.0648 4.8968
C 1.1286 1.2445 3.8316
C -2.0971 -0.7391 2.8023
C -1.7387 -1.3606 4.0063
C -2.6895 -1.9050 4.8619
C -4.0408 -1.8443 4.5320
C -4.4224 -1.2359 3.3441
C -3.4594 -0.6946 2.4915
C -1.5268 1.2280 0.3614
C -1.1795 2.5708 0.1644
C -1.7138 3.3132 -0.8838
C -2.6177 2.7331 -1.7686
C -2.9787 1.4036 -1.6030
C -2.4355 0.6651 -0.5504
H 1.2755 -1.5237 1.4546
H -1.9520 2.4875 3.2235
H -1.2892 3.9871 5.0694
H 0.9255 3.7155 6.1564
H 2.4677 1.9403 5.3681
H 1.8207 0.4938 3.4478
H -0.6886 -1.4045 4.2828
H -2.3805 -2.3752 5.7892
H -4.7879 -2.2636 5.1978
H -5.4737 -1.1816 3.0791
H -3.7880 -0.2111 1.5772
H -0.4653 3.0365 0.8363
H -1.4094 4.3445 -1.0216
H -3.0257 3.3104 -2.5911
H -3.6718 0.9388 -2.2952
H -2.7320 -0.3796 -0.4362

***

[5]
81
Properties=species:S:1:pos:R:3 method="wB97M-V/def2-TZVPD" homo_lumo_gap_ev="3.443 / 4.557" spin_multiplicity=2 e_lumo_ev="-1.7430 / -1.7487"
Ti -0.4642 1.8884 -0.7161
C 4.8297 -3.3750 -1.6980
C 4.3657 -2.8302 -0.3477
N 3.1020 -2.1392 -0.4661
C 3.1474 -0.8230 -0.8305
C 2.0362 -0.0596 -0.9850
C 2.2330 1.3628 -1.4520
O 3.3387 1.7211 -1.8148
O 1.1743 2.0985 -1.4680
C 0.7391 -0.6228 -0.7602
O -0.3440 0.1004 -0.8450
C 0.6867 -2.0260 -0.4909
C -0.5460 -2.6999 -0.3469
C -0.5800 -4.0644 -0.1534
F -1.7874 -4.6943 -0.0379
C 0.5750 -4.8225 -0.0594
C 1.8118 -4.1552 -0.1709
C 1.8848 -2.7892 -0.3773
N 0.6358 -6.2263 0.1556
C 1.1480 -7.0394 -0.9173
C 1.8447 -8.2545 -0.3008
N 0.8390 -8.9957 0.5092
C 0.2281 -8.1253 1.5549
C -0.4047 -6.9111 0.8696
H 5.8630 -3.7052 -1.6424
H 4.7616 -2.5850 -2.4415
H 4.2065 -4.2077 -2.0140
H 5.1008 -2.1123 0.0211
H 4.2840 -3.6291 0.3925
H 4.1222 -0.3885 -0.9968
H -1.4594 -2.1318 -0.4022
H 2.7008 -4.7589 -0.0812
H 1.8570 -6.4573 -1.5050
H 0.3490 -7.3901 -1.5989
H 2.6471 -7.9265 0.3614
H 2.2530 -8.9119 -1.0692
H 1.2667 -9.8201 0.9399
H 0.0878 -9.3104 -0.1189
H 1.0154 -7.7999 2.2342
H -0.5158 -8.6940 2.1129
H -0.8394 -6.2499 1.6175
H -1.2188 -7.2582 0.2109
C -1.2981 -0.0264 3.1751
C -1.4705 0.7432 1.8935
S -0.1963 1.9223 1.5737
C -2.5484 0.6226 1.0878
C -3.6507 -0.3554 1.3934
S -2.7788 1.6403 -0.3193
H -0.3165 0.1980 3.5851
H -1.3847 -1.1009 3.0151
H -2.0590 0.2734 3.8987
H -3.8888 -0.3557 2.4562
H -3.3544 -1.3688 1.1149
H -4.5366 -0.0840 0.8257
O -5.6288 3.4350 -0.8772
S -4.8566 4.4286 -1.5600
O -5.5058 5.0959 -2.6574
N -3.3603 3.8538 -2.0264
C -2.4268 4.5268 -1.4476
S -0.7667 4.1882 -1.6611
C -2.8405 5.6326 -0.5642
C -2.0323 6.5328 0.1093
C -2.6418 7.4933 0.9008
C -4.0239 7.5294 1.0320
C -4.8343 6.6196 0.3595
C -4.2187 5.6857 -0.4382
H -0.9617 6.4625 0.0003
H -2.0341 8.2150 1.4274
H -4.4787 8.2803 1.6604
H -5.9083 6.6400 0.4586
S 1.5477 4.4890 1.1563
C 1.5305 5.9998 0.5404
N 1.7254 6.3196 -0.7493
C 1.4499 7.6752 -1.1632
C 1.6395 8.5492 0.0715
S 1.2860 7.4646 1.5061
H 1.6547 5.5670 -1.4241
H 0.4238 7.7645 -1.5432
H 2.1448 7.9629 -1.9555
H 0.9594 9.3956 0.0968
H 2.6645 8.9015 0.1752

***

[6]
69
Properties=species:S:1:pos:R:3 method="wB97M-V/def2-TZVPD" homo_lumo_gap_ev=3.318 spin_multiplicity=1 e_lumo_ev=-1.1504
C 6.4257 2.5584 0.8011
O 5.3465 2.7285 1.7454
C 4.3155 1.8470 1.6745
C 3.2940 1.9734 2.6527
C 2.2330 1.0959 2.6429
C 2.1560 0.0457 1.6952
C 1.0413 -0.8900 1.7406
C 1.1603 -2.2378 1.6935
C -0.0089 -3.1764 1.7730
N -1.3563 -2.4772 1.7512
C -1.9005 -2.1215 0.5662
C -3.0496 -1.3612 0.4952
C -3.6396 -0.8764 1.6820
N -4.7266 0.0020 1.6636
C -4.6196 1.1689 2.5550
C -5.9273 1.9459 2.5893
O -6.3757 2.2632 1.2702
C -6.6174 1.0702 0.5206
C -5.3372 0.2656 0.3542
C -3.0826 -1.3074 2.9086
C -1.9434 -2.0872 2.9089
C 2.5485 -2.8820 1.6957
C 2.8344 -3.9005 0.6186
O 3.4033 -2.6229 2.5359
C 3.1611 -0.0497 0.7113
C 4.2291 0.8303 0.6887
H 7.1398 3.3417 1.0496
H 6.8887 1.5694 0.9135
H 6.0683 2.6821 -0.2293
H 3.3809 2.7662 3.3955
H 1.4446 1.1701 3.3954
H 0.0476 -0.4644 1.8923
H 0.0057 -3.8823 0.9298
H 0.0349 -3.7642 2.7037
H -1.3615 -2.4552 -0.3189
H -3.4110 -1.0876 -0.4953
H -4.3628 0.8347 3.5633
H -3.8236 1.8493 2.1875
H -6.6834 1.3510 3.1349
H -5.7691 2.9204 3.0709
H -7.3832 0.4389 1.0095
H -6.9673 1.4245 -0.4582
H -4.6389 0.8339 -0.2906
H -5.5819 -0.6877 -0.1267
H -3.5300 -1.0422 3.8655
H -1.4434 -2.4188 3.8182
H 1.9971 -4.0397 -0.0692
H 3.7117 -3.5737 0.0456
H 3.0880 -4.8561 1.0914
H 3.0986 -0.8304 -0.0503
H 5.0068 0.7228 -0.0730
C -0.0784 -1.4351 -3.6959
C 0.1180 -0.0053 -3.3548
C -0.6382 0.4973 -2.2815
N -1.2854 0.8966 -1.3806
C 0.9771 0.8637 -4.0760
C 1.7631 0.4172 -5.1923
C 2.6041 1.2925 -5.8704
C 2.6971 2.6378 -5.4776
C 1.9362 3.0995 -4.3946
C 1.0907 2.2350 -3.7045
H 0.5267 -1.7808 -4.5342
H 0.1541 -2.0575 -2.8187
H -1.1359 -1.6302 -3.9294
H 1.7016 -0.6273 -5.5119
H 3.1936 0.9229 -6.7137
H 3.3581 3.3196 -6.0134
H 1.9966 4.1419 -4.0777
H 0.5004 2.6047 -2.8623